<w>
Entry from the OMol25 dataset: the ion C5H10BrN2O2 with charge +1 (ωB97M-V with the def2-TZVPD basis set).

Geometry as ORCA input:
```
! wB97M-V def2-TZVPD RIJCOSX def2/J DEFGRID3
* xyz 1 1
C -0.14 0.42 0.01
C -1.31 -0.58 -0.17
C -0.24 0.95 1.46
C -0.27 1.58 -0.99
C -1.13 -2.00 -0.41
N 1.25 -0.09 -0.15
N 2.32 0.66 -0.39
O 3.39 0.11 -0.28
O 1.46 -1.38 0.31
Br -3.01 0.10 -0.04
H -0.11 0.13 2.17
H -1.19 1.43 1.64
H 0.54 1.68 1.62
H -0.23 1.21 -2.01
H 0.55 2.27 -0.84
H -1.20 2.12 -0.84
H -0.52 -2.16 -1.30
H -2.08 -2.53 -0.49
H -0.52 -2.44 0.39
H 2.45 -1.48 0.31
*
```

Calculated values
E_LUMO: -6.914 eV
Frontier orbital gap: 6.7 eV

<x>
Entry from the OMol25 dataset: the ion C5H10BrN2O2 with charge +1 (ωB97M-V with the def2-TZVPD basis set).

Geometry as ORCA input:
```
! wB97M-V def2-TZVPD RIJCOSX def2/J DEFGRID3
* xyz 1 1
C 0.88 -0.58 1.78
C 0.41 -0.55 0.37
N 1.22 -0.90 -0.55
C 1.34 -1.47 -1.70
N 2.16 -1.09 -2.65
Br 2.82 -2.12 -4.13
O -0.80 -0.32 -0.08
C -1.87 0.18 0.80
C -1.87 1.62 0.41
O -0.71 2.33 0.93
H 0.72 0.39 2.16
H 1.91 -0.75 1.83
H 0.24 -1.12 2.41
H 0.99 -2.62 -1.83
H 2.23 -0.08 -2.69
H -2.93 -0.21 0.42
H -1.77 0.12 1.86
H -2.66 2.25 0.88
H -1.90 1.83 -0.68
H -0.40 3.08 0.47
*
```

Calculated values
E_LUMO: -4.459 eV
SMILES string: C/C(=N/C=[NH+]/Br)OCCO
Frontier orbital gap: 9.4 eV

Stability order, top to bottom: <x>, <w>

<w>
Entry from the OMol25 dataset: an isolated molecule of H3OP (ωB97M-V with the def2-TZVPD basis set).

Geometry as ORCA input:
```
! wB97M-V def2-TZVPD RIJCOSX def2/J DEFGRID3
* xyz 0 1
O 1.09 0.25 0.05
P -0.51 0.38 -0.03
H 1.49 0.70 -0.78
H -0.85 -0.69 -0.73
H -0.49 -0.24 1.17
*
```

Calculated values
E_LUMO: 0.625 eV
SMILES string: OP
Frontier orbital gap: 9.9 eV

<x>
Entry from the OMol25 dataset: a cluster of 2 separate species, H3OP in total (ωB97M-V with the def2-TZVPD basis set).

Geometry as ORCA input:
```
! wB97M-V def2-TZVPD RIJCOSX def2/J DEFGRID3
* xyz 0 1
O -0.81 -0.28 -0.40
P 0.63 0.24 -0.12
H -2.11 1.22 0.93
H 1.13 -0.84 0.79
H 1.16 -0.34 -1.20
*
```

Calculated values
E_LUMO (alpha / beta): 0.222 / -2.153 eV
Frontier orbital gap (alpha / beta): 10.4 / 7.9 eV

Stability order, top to bottom: <w>, <x>